Entry from the OMol25 dataset: an isolated molecule of C7H6 at a distorted geometry (ωB97M-V/def2-TZVPD).

Its largest force on an atom is 0.05849 Eh/bohr. The HOMO energy (spin up / spin down) comes out at -8.41 / -8.46 eV. The value obtained for the LUMO energy (spin up / spin down) is -0.006 / -0.005 Ha. The value obtained for the orbital gap (spin up / spin down) is 8.25 / 8.33 eV.

XYZ file:
```
13
C7H6 | the OMol25 dataset | ωB97M-V/def2-TZVPD
C 0.654 -1.317 0.007
C -0.748 -0.862 -0.006
C 0.868 1.045 0.037
C 1.524 -0.315 0.013
C -1.323 0.028 -1.058
C -1.384 -0.005 1.048
C -0.607 0.755 0.021
H 0.894 -2.367 -0.004
H 1.158 1.606 0.928
H 1.156 1.638 -0.838
H 2.600 -0.414 0.002
H -2.347 0.121 -1.369
H -2.448 0.086 1.220
```


Entry from the OMol25 dataset: an isolated molecule of C7H6 at a distorted geometry (ωB97M-V/def2-TZVPD).

Its largest force on an atom is 0.02102 Eh/bohr. The HOMO energy comes out at -8.61 eV. The value obtained for the LUMO energy is 0.036 Ha. The value obtained for the orbital gap is 9.59 eV.

XYZ file:
```
13
C7H6 | the OMol25 dataset | ωB97M-V/def2-TZVPD
C 3.237 0.053 -0.001
C 2.042 0.017 -0.001
C 0.599 0.011 -0.009
C -0.200 -1.074 -0.011
C -1.646 -0.672 0.007
C -1.546 0.848 -0.020
C -0.272 1.233 -0.011
H 4.289 0.054 -0.012
H 0.151 -2.116 -0.019
H -2.173 -1.019 0.916
H -2.175 -1.098 -0.870
H -2.412 1.491 -0.001
H 0.106 2.273 0.031
```


Entry from the OMol25 dataset: a structure of composition C7H6BClN2OS2 (ωB97M-V/def2-TZVPD).

Its largest force on an atom is 0.01693 Eh/bohr. The HOMO energy comes out at -8.70 eV. The value obtained for the LUMO energy is -0.033 Ha. The value obtained for the orbital gap is 7.80 eV.

XYZ file:
```
20
C7H6BClN2OS2 | the OMol25 dataset | ωB97M-V/def2-TZVPD
C -1.516 0.186 -2.652
B -0.456 -0.569 -1.761
O -0.008 -1.806 -2.173
C 0.107 -0.006 -0.394
C 0.472 1.373 -0.195
Cl 0.400 2.467 -1.545
C 0.904 1.900 0.972
C 1.023 1.022 2.072
N 1.434 1.344 3.300
S 1.385 -0.021 4.148
N 0.865 -1.047 3.049
C 0.695 -0.355 1.922
C 0.237 -0.867 0.672
S -0.140 -2.586 0.592
H -0.968 0.642 -3.478
H -2.261 -0.508 -3.036
H -1.995 0.993 -2.102
H -0.745 -2.412 -2.305
H 1.150 2.945 1.063
H -0.582 -2.695 1.850
```


Entry from the OMol25 dataset: a structure of composition C7H6Br12O2S at a distorted geometry (ωB97M-V/def2-TZVPD).

Its largest force on an atom is 0.10554 Eh/bohr. The HOMO energy comes out at -9.79 eV. The value obtained for the LUMO energy is -0.015 Ha. The value obtained for the orbital gap is 9.38 eV.

XYZ file:
```
28
C7H6Br12O2S | the OMol25 dataset | ωB97M-V/def2-TZVPD
C 0.466 -2.339 -4.139
C 0.940 -1.557 -3.367
S 1.595 -0.446 -2.303
C 0.275 0.969 -1.770
O 0.679 2.066 -1.547
O -0.901 0.542 -1.705
H -0.169 -2.823 -4.842
H 2.557 0.182 -3.003
C -0.258 -0.045 2.545
Br -1.838 0.241 3.611
Br 0.532 -1.777 2.886
Br -0.614 0.212 0.639
H 0.468 0.695 2.856
C -1.259 1.760 -5.875
Br 0.286 2.551 -6.722
Br -2.102 0.455 -7.022
Br -0.845 1.025 -4.134
H -1.975 2.555 -5.721
C -3.410 2.224 7.017
Br -1.877 3.178 6.358
Br -4.153 1.055 5.681
Br -3.014 1.276 8.643
H -4.166 2.958 7.251
C 3.719 -2.965 1.045
Br 4.462 -1.355 0.290
Br 2.157 -3.562 0.099
Br 5.042 -4.352 1.178
H 3.405 -2.722 2.050
```


Entry from the OMol25 dataset: an isolated molecule of C7H6Br2N2S at a distorted geometry (ωB97M-V/def2-TZVPD).

Its largest force on an atom is 0.06152 Eh/bohr. The HOMO energy comes out at -7.06 eV. The value obtained for the LUMO energy is 0.012 Ha. The value obtained for the orbital gap is 7.38 eV.

XYZ file:
```
18
C7H6Br2N2S | the OMol25 dataset | ωB97M-V/def2-TZVPD
C 1.713 -1.446 1.229
N 0.356 -1.441 0.487
S -0.909 -2.615 0.817
N -2.083 -1.435 0.518
C -1.551 -0.148 0.364
C -2.350 1.018 0.309
Br -4.216 0.762 0.304
C -1.759 2.224 0.155
C -0.419 2.240 0.248
C 0.450 1.156 0.370
Br 2.313 1.719 0.653
C -0.114 -0.139 0.444
H 2.534 -1.115 0.533
H 1.602 -0.760 2.104
H 1.868 -2.395 1.739
H -2.950 -1.692 0.924
H -2.204 3.219 0.252
H 0.033 3.223 0.207
```


Entry from the OMol25 dataset: a structure of composition C7H6Cl2GaN2O3Tl at a distorted geometry (ωB97M-V/def2-TZVPD).

Its largest force on an atom is 0.08196 Eh/bohr. The HOMO energy (spin up / spin down) comes out at -24.91 / -24.81 eV. The value obtained for the LUMO energy (spin up / spin down) is -0.652 / -0.732 Ha. As for the charge: +4. The value obtained for the orbital gap (spin up / spin down) is 7.17 / 4.89 eV.

XYZ file:
```
22
C7H6Cl2GaN2O3Tl | the OMol25 dataset | ωB97M-V/def2-TZVPD
Ga -3.356 -2.334 -0.876
Tl -1.665 0.470 1.050
Cl -2.047 -1.099 -2.156
Cl -1.879 -2.792 0.800
C -0.710 -0.012 3.704
C -5.045 -1.007 -1.716
C -5.068 -3.013 0.547
O -0.357 -0.273 4.757
O -5.584 -0.328 -2.460
O -5.751 -3.457 1.347
C 4.288 0.979 -0.195
N 2.833 1.051 -0.322
C 2.151 1.923 -1.152
C 0.809 1.679 -0.970
N 0.664 0.660 -0.027
C 1.900 0.312 0.349
H 4.751 0.768 -1.174
H 4.711 1.936 0.160
H 4.553 0.185 0.511
H 2.634 2.648 -1.777
H -0.030 2.156 -1.453
H 2.198 -0.455 1.052
```


Entry from the OMol25 dataset: an isolated molecule of C7H6ClNO at a distorted geometry (ωB97M-V/def2-TZVPD).

Its largest force on an atom is 0.32426 Eh/bohr. The HOMO energy comes out at -9.28 eV. The value obtained for the LUMO energy is 0.026 Ha. The value obtained for the orbital gap is 10.00 eV.

XYZ file:
```
16
C7H6ClNO | the OMol25 dataset | ωB97M-V/def2-TZVPD
N -2.634 -0.734 0.612
C -2.027 0.206 -0.160
O -2.515 1.053 -0.895
C -0.462 0.152 -0.082
C 0.231 1.277 0.191
C 1.620 1.290 0.229
C 2.298 0.092 -0.121
Cl 4.043 0.068 -0.062
C 1.600 -1.073 -0.456
C 0.242 -1.015 -0.389
H -3.661 -0.798 0.598
H -2.307 -1.322 1.086
H -0.355 2.193 0.275
H 2.292 2.301 0.367
H 2.227 -1.862 -0.651
H -0.593 -1.829 -0.542
```


Entry from the OMol25 dataset: a structure of composition C7H6CrF15O17S5 at a distorted geometry (ωB97M-V/def2-TZVPD).

As for the expectation value of S²: 6.003. Its largest force on an atom is 0.06723 Eh/bohr. The HOMO energy (spin up / spin down) comes out at -0.45 / -1.23 eV. The spin multiplicity is 5. The value obtained for the LUMO energy (spin up / spin down) is 0.217 / 0.217 Ha. As for the charge: -3. The value obtained for the orbital gap (spin up / spin down) is 6.36 / 7.13 eV.

XYZ file:
```
51
C7H6CrF15O17S5 | the OMol25 dataset | ωB97M-V/def2-TZVPD
Cr 0.187 0.271 -0.088
C -4.128 1.373 -1.887
F -5.323 1.945 -1.784
F -4.194 0.075 -1.615
F -3.722 1.451 -3.184
S -2.871 2.215 -0.736
O -1.712 1.302 -0.570
O -2.569 3.514 -1.296
O -3.670 2.294 0.479
C 1.736 -4.446 0.682
F 1.152 -5.630 0.913
F 3.007 -4.433 1.181
F 1.906 -4.353 -0.658
S 0.734 -3.073 1.449
O 0.985 -1.876 0.656
O -0.681 -3.416 1.426
O 1.311 -3.027 2.791
C -1.023 -0.427 4.465
F 0.109 0.275 4.566
F -0.789 -1.722 4.615
F -1.786 -0.046 5.521
S -2.043 -0.139 2.848
O -1.065 0.079 1.762
O -2.807 -1.361 2.647
O -2.862 1.012 3.172
C -2.069 -1.761 -3.545
F -3.367 -1.513 -3.572
F -1.724 -2.715 -4.428
F -1.421 -0.642 -3.891
S -1.523 -2.238 -1.719
O -2.794 -2.383 -1.042
O -0.759 -3.467 -1.804
O -0.747 -1.054 -1.318
C 2.911 3.830 -1.329
F 3.120 4.255 -0.066
F 3.304 4.753 -2.183
F 3.640 2.692 -1.427
S 1.075 3.364 -1.634
O 0.685 2.277 -0.723
O 0.379 4.600 -1.376
O 1.095 2.982 -3.029
C 2.850 1.075 1.069
C 3.253 -0.012 0.068
O 2.156 -0.031 -0.851
O 1.602 0.816 1.713
H 2.894 2.113 0.745
H 3.629 1.156 1.844
H 3.607 -0.908 0.578
H 4.175 0.383 -0.377
H 2.431 -0.348 -1.715
H 1.713 0.917 2.658
```